Record 1
{
  "formula": "C17H32N3O9P",
  "method": "ωB97M-V with the def2-TZVPD basis set",
  "multiplicity": 1,
  "smiles": "N=[PH2][C@]1(CCCCCN)OC(=O)O[C@H]1CN.C[C@@H]1COC(=O)O1.C[C@@H]1COC(=O)O1",
  "elements": ["N", "P", "C", "C", "C", "C", "C", "C", "N", "O", "C", "O", "O", "C", "C", "N", "H", "H", "H", "H", "H", "H", "H", "H", "H", "H", "H", "H", "H", "H", "H", "H", "H", "H", "H", "H", "C", "C", "C", "O", "C", "O", "O", "H", "H", "H", "H", "H", "H", "C", "C", "C", "O", "C", "O", "O", "H", "H", "H", "H", "H", "H"],
  "xyz": [[-0.55068, 1.02641, 3.84722], [0.33156, 1.81297, 2.82336], [-0.29201, 2.12174, 1.06264], [0.43883, 3.40157, 0.60475], [1.18382, 3.41536, -0.72423], [1.66437, 4.83772, -1.05629], [0.48744, 5.76391, -1.43036], [0.81633, 6.76296, -2.53128], [-0.37406, 7.51424, -2.99051], [-1.70792, 2.24125, 1.02560], [-2.23374, 0.99871, 0.82340], [-3.38430, 0.78606, 0.58437], [-1.24304, 0.08989, 0.91828], [-0.06784, 0.77772, 0.32440], [-0.29468, 0.68913, -1.19099], [0.95079, 0.40080, -1.94493], [-1.45686, 0.76677, 3.48007], [0.66824, 3.08111, 3.34075], [1.56940, 1.19445, 2.54674], [-0.29557, 4.21058, 0.63309], [1.18004, 3.66693, 1.36592], [2.03043, 2.72658, -0.71646], [0.53080, 3.12816, -1.55010], [2.19045, 5.25975, -0.19911], [2.32177, 4.77582, -1.92628], [-0.38990, 5.18732, -1.73821], [0.19812, 6.33548, -0.54329], [1.52584, 7.51167, -2.17232], [1.22630, 6.25539, -3.40535], [-1.10549, 7.49069, -2.29119], [-0.76078, 7.09502, -3.82494], [0.78432, 0.17990, 0.64697], [-0.96575, -0.15054, -1.35761], [-0.72584, 1.62180, -1.55009], [1.17414, 1.17184, -2.56151], [1.74267, 0.34742, -1.31300], [1.86814, -3.52552, -1.09334], [2.62538, -3.35768, 0.19809], [1.94238, -3.88115, 1.44815], [2.46609, -2.99446, 2.46227], [2.79181, -1.83585, 1.87258], [3.03935, -0.81792, 2.44034], [2.76515, -1.95767, 0.52478], [2.45143, -3.14239, -1.93073], [1.65041, -4.57681, -1.26837], [0.93280, -2.96389, -1.06177], [3.63052, -3.77765, 0.10492], [2.19070, -4.90736, 1.68526], [0.86119, -3.76691, 1.42133], [-4.02647, -4.85878, 1.35712], [-2.95755, -5.13453, 0.33212], [-2.96175, -6.53239, -0.25231], [-1.57404, -6.74064, -0.56006], [-0.84934, -5.96108, 0.26737], [0.33256, -6.01769, 0.40043], [-1.64323, -5.09201, 0.92601], [-3.97218, -3.82697, 1.70120], [-5.01430, -5.02951, 0.92942], [-3.89626, -5.50352, 2.22674], [-2.98454, -4.38334, -0.46144], [-3.56179, -6.62454, -1.15332], [-3.27364, -7.28632, 0.47369]],
  "forces_ev_per_a": [[0.1, 0.3, -0.5], [-1.1, -0.7, 1.0], [1.8, 0.0, 0.2], [-0.2, -0.1, -0.1], [-0.1, 0.5, -0.3], [-0.6, -0.2, -0.2], [0.3, 0.1, 0.3], [-0.8, 0.5, -0.1], [0.2, -0.2, 0.0], [-0.2, 0.2, -0.3], [-0.6, 0.0, 0.1], [0.6, 0.1, 0.4], [0.1, -0.1, -0.7], [-1.3, -0.5, 0.5], [1.3, 0.0, -0.2], [-0.1, 0.4, 0.3], [0.0, -0.2, 0.2], [0.3, 0.1, -0.4], [0.2, 0.4, -0.1], [0.0, -0.1, 0.0], [0.0, 0.0, 0.0], [0.0, 0.0, 0.1], [0.0, -0.1, 0.0], [0.3, 0.0, -0.2], [0.3, 0.0, 0.2], [0.0, -0.1, 0.0], [-0.2, 0.0, 0.0], [0.3, -0.3, 0.0], [0.2, 0.0, 0.1], [0.0, 0.1, 0.1], [0.0, 0.0, 0.0], [0.2, 0.3, 0.0], [-0.3, 0.2, 0.1], [-0.4, -0.2, -0.1], [-0.1, -0.1, -0.1], [0.0, -0.2, 0.0], [0.0, 0.2, -0.1], [-0.2, -0.2, -0.1], [0.2, 0.2, 0.1], [0.0, -0.1, 0.0], [-0.2, 0.0, 0.0], [0.1, 0.1, 0.0], [0.1, 0.0, 0.0], [0.0, 0.0, 0.0], [0.0, 0.0, 0.0], [0.0, -0.1, 0.1], [0.0, 0.0, 0.1], [0.1, 0.0, 0.1], [-0.1, 0.0, -0.1], [0.2, 0.1, 0.2], [-0.2, 0.0, 0.1], [0.0, 0.0, -0.1], [-0.1, -0.1, 0.0], [0.0, 0.1, 0.1], [0.0, -0.2, -0.1], [0.0, 0.1, -0.1], [0.0, 0.0, -0.1], [0.0, 0.0, 0.0], [0.0, -0.1, -0.1], [0.0, 0.0, 0.0], [0.1, 0.0, -0.1], [0.0, 0.0, 0.0]],
  "mulliken_charge": [-0.872, 0.533, 1.207, -1.441, -0.160, -1.070, -0.515, -0.773, -0.621, -0.425, 0.442, -0.566, -0.330, 0.429, -1.309, -0.624, 0.306, 0.101, 0.100, 0.262, 0.492, 0.334, 0.118, 0.431, 0.464, 0.365, 0.292, 0.252, 0.418, 0.257, 0.247, 0.149, 0.525, 0.361, 0.336, 0.257, -1.297, 0.507, -0.252, -0.352, 0.642, -0.583, -0.331, 0.384, 0.356, 0.196, 0.183, 0.361, 0.223, -1.454, 0.503, -0.512, -0.327, 0.637, -0.511, -0.322, 0.340, 0.390, 0.358, 0.268, 0.315, 0.305]
}

***

Record 2
{
  "formula": "C17H32O11P",
  "method": "ωB97M-V with the def2-TZVPD basis set",
  "multiplicity": 1,
  "total_charge": 1,
  "elements": ["C", "C", "C", "P", "C", "C", "O", "O", "H", "H", "H", "H", "H", "H", "H", "H", "C", "C", "O", "C", "O", "O", "C", "H", "H", "H", "H", "H", "H", "H", "H", "C", "C", "O", "C", "O", "O", "C", "H", "H", "H", "H", "H", "H", "H", "H", "C", "C", "O", "C", "O", "O", "C", "H", "H", "H", "H", "H", "H", "H", "H"],
  "xyz": [[3.07560, -3.61267, -5.74358], [3.18847, -3.64890, -4.55513], [3.39795, -3.65526, -3.11276], [4.89783, -2.65010, -2.77397], [4.55187, -1.06565, -1.98380], [3.98080, -0.08887, -3.01319], [4.20470, -0.22534, -4.17866], [3.28648, 0.94734, -2.52421], [3.21984, -3.48151, -6.79096], [3.62670, -4.67368, -2.79544], [2.53081, -3.27415, -2.57675], [5.81965, -3.40438, -2.03852], [5.47243, -2.35959, -4.01423], [3.94056, -1.14634, -1.08541], [5.51020, -0.64498, -1.66247], [2.68213, 0.61195, -1.84040], [-3.26574, 0.77663, 0.92269], [-1.85025, 1.26549, 1.13565], [-0.91804, 0.59572, 0.26289], [-0.88917, 1.03232, -0.98542], [-1.53591, 1.92817, -1.45386], [0.02708, 0.30891, -1.65235], [0.13800, 0.62244, -3.04168], [-3.31621, -0.30901, 1.02074], [-3.93497, 1.22500, 1.65573], [-3.62655, 1.03397, -0.07292], [-1.51924, 1.03257, 2.14512], [-1.77185, 2.34393, 1.00335], [0.28643, 1.68777, -3.20169], [-0.73503, 0.27748, -3.59278], [1.01254, 0.08673, -3.40196], [4.99562, 4.47946, 1.54178], [3.73253, 5.22504, 1.91613], [2.96112, 5.57242, 0.75641], [2.23137, 4.59296, 0.23485], [2.14462, 3.46537, 0.65563], [1.59621, 5.07131, -0.83323], [0.78763, 4.10402, -1.50241], [5.57279, 5.05052, 0.81345], [5.61187, 4.31096, 2.42463], [4.76143, 3.51304, 1.09544], [3.98341, 6.17085, 2.39148], [3.12081, 4.65455, 2.61422], [0.08905, 3.63626, -0.81808], [1.42433, 3.35159, -1.97163], [0.22797, 4.62704, -2.27220], [-6.65327, -3.42365, 5.66174], [-6.48312, -2.22714, 4.75075], [-5.29578, -2.33780, 3.94791], [-5.39563, -3.13883, 2.89107], [-6.37399, -3.74126, 2.54084], [-4.21113, -3.15201, 2.27001], [-4.15743, -4.02628, 1.14242], [-5.75680, -3.57373, 6.26472], [-7.50346, -3.27508, 6.32679], [-6.82188, -4.33346, 5.08691], [-6.35078, -1.32200, 5.34032], [-7.35302, -2.08283, 4.11085], [-4.96967, -3.82267, 0.44803], [-4.19487, -5.06472, 1.46838], [-3.20705, -3.83990, 0.64879]],
  "forces_ev_per_a": [[0.7, 0.3, -0.1], [-0.2, 0.0, 0.1], [0.3, -0.1, -0.4], [-0.4, 0.1, -0.4], [0.2, 0.2, 0.3], [-0.2, 0.1, -0.4], [0.2, 0.0, 0.0], [-0.1, -0.7, 0.0], [-0.4, -0.2, -0.1], [-0.1, 0.0, 0.3], [0.0, 0.0, 0.2], [-0.1, 0.2, 0.1], [0.1, -0.1, 0.2], [0.0, -0.2, 0.0], [0.0, 0.0, 0.0], [0.1, 0.6, 0.4], [0.0, -0.2, -0.3], [-0.4, 0.2, 0.4], [0.1, -0.1, 0.0], [0.0, 0.1, 0.4], [0.0, 0.0, -0.2], [0.3, -0.1, -0.1], [0.0, 0.0, -0.3], [0.0, 0.0, 0.1], [0.0, 0.0, 0.0], [0.0, 0.1, 0.0], [0.2, -0.1, -0.1], [0.0, 0.0, -0.2], [-0.1, 0.0, 0.0], [-0.1, 0.1, 0.1], [0.0, -0.1, 0.0], [0.0, -0.1, -0.2], [0.3, -0.1, 0.3], [-0.1, 0.0, 0.0], [0.0, 0.2, 0.0], [0.0, -0.2, 0.0], [0.0, 0.0, 0.0], [-0.1, 0.0, -0.2], [0.0, 0.1, 0.1], [0.0, 0.0, 0.0], [0.0, 0.0, 0.1], [-0.1, 0.1, -0.1], [-0.1, -0.1, -0.1], [0.0, 0.0, 0.1], [0.0, 0.0, 0.1], [0.1, 0.1, 0.0], [0.1, -0.2, -0.1], [-0.3, 0.0, 0.3], [0.1, 0.1, -0.1], [0.0, 0.1, 0.1], [0.0, -0.1, -0.1], [0.1, 0.0, -0.1], [0.1, -0.1, -0.2], [0.0, 0.1, 0.1], [0.0, 0.0, 0.0], [-0.1, 0.0, 0.0], [0.2, 0.0, -0.1], [0.1, -0.1, -0.1], [-0.1, 0.0, 0.1], [-0.1, 0.0, 0.0], [0.0, 0.1, 0.1]],
  "mulliken_charge": [0.124, -0.642, -0.410, 0.158, -0.593, 0.490, -0.474, -0.388, 0.423, 0.389, 0.354, 0.186, 0.199, 0.538, 0.352, 0.277, -1.083, -0.179, -0.358, 0.783, -0.541, -0.361, -0.559, 0.228, 0.403, 0.323, 0.388, 0.231, 0.242, 0.376, 0.119, -1.048, -0.179, -0.400, 0.785, -0.587, -0.343, -0.131, 0.301, 0.361, 0.259, 0.306, 0.291, 0.093, 0.016, 0.279, -1.093, -0.194, -0.349, 0.772, -0.547, -0.320, -0.709, 0.294, 0.357, 0.310, 0.289, 0.319, 0.325, 0.345, 0.203]
}

***

Number 1: orbital gap 9.022 eV. Number 2: orbital gap 8.979 eV.